[1]
The following is a DFT calculation (ωB97M-V/def2-TZVPD) of a structure of composition C17H31Cl3O2P2Zn in a non-equilibrium geometry.

The value obtained for the energy is -4659.39545 hartree. The value obtained for the HOMO energy is -8.21 eV. The net charge is 0.

```
56
Properties=species:S:1:pos:R:3:lowdin_charge:R:1
Zn 0.32 0.21 0.40 0.811
Cl 4.21 0.56 3.11 0.615
Cl 1.94 0.46 4.96 0.610
Cl 3.07 -2.03 3.84 0.621
P -4.63 -2.60 -3.80 0.824
P -4.65 -4.40 -1.28 0.811
O 2.13 -0.86 1.26 -0.084
O 0.65 0.37 2.45 -0.126
C -0.73 -0.55 -2.51 -0.140
C -1.06 -2.85 -1.26 -0.184
C -2.98 -0.61 -1.37 -0.225
C -5.69 -4.78 0.19 -0.321
C 0.93 1.72 -0.70 -0.219
C -3.84 -6.05 -1.47 -0.302
C -1.79 0.06 -1.98 -0.135
C -6.00 -4.71 -2.54 -0.446
C 1.76 -0.28 2.33 -0.780
C -4.06 -2.58 -5.54 -0.316
C 2.74 -0.32 3.57 -1.508
C -2.94 -0.90 0.16 -0.178
C -1.64 -1.38 0.73 -0.139
C -0.82 -2.27 0.09 -0.087
C -5.58 -4.21 -3.93 -0.447
C -0.50 -2.03 -2.48 -0.168
C -6.11 -1.51 -3.99 -0.294
H -4.90 -2.73 -6.24 0.041
H -3.77 -1.59 0.39 0.112
H -4.60 -6.85 -1.46 0.037
H 0.59 -2.18 -2.48 0.113
H -6.18 -5.79 -2.57 0.072
H -5.73 -0.49 -4.20 0.037
H -5.02 -4.79 1.05 0.031
H 0.06 -2.64 0.63 0.112
H -0.51 -3.80 -1.30 0.115
H -3.23 -1.53 -1.93 -0.002
H -6.68 -1.53 -3.06 0.035
H -6.73 -1.85 -4.83 0.037
H -1.50 -1.18 1.80 0.110
H -6.47 -4.02 -4.55 0.072
H -0.88 -2.52 -3.39 0.113
H 0.87 2.51 0.07 -0.025
H -3.33 -3.39 -5.65 0.033
H -2.11 -3.10 -1.43 0.050
H -1.80 1.16 -1.94 0.104
H -3.59 -1.61 -5.71 0.032
H 0.37 2.03 -1.58 -0.036
H 1.98 1.57 -0.97 -0.013
H -6.91 -4.19 -2.18 0.079
H 0.10 0.04 -2.92 0.104
H -6.19 -5.75 0.08 0.042
H -3.30 -6.05 -2.43 0.035
H -3.15 -6.16 -0.63 0.036
H -3.18 0.05 0.66 0.111
H -3.84 0.06 -1.51 0.110
H -4.91 -4.93 -4.44 0.079
H -6.43 -3.97 0.28 0.034
```



[2]
The following is a DFT calculation (ωB97M-V/def2-TZVPD) of a structure of composition C17H31ClN10O9P2Sr in a non-equilibrium geometry.

The value obtained for the energy is -3065.13053 hartree. The value obtained for the HOMO energy is -1.07 eV. The net charge is -2.

```
71
Properties=species:S:1:pos:R:3:lowdin_charge:R:1
Sr -0.47 1.57 1.62 1.510
Cl -0.01 -0.48 4.95 0.281
P 1.11 3.84 0.57 0.172
P -1.72 4.18 0.96 0.167
O 0.98 4.19 2.13 -0.154
O 2.10 4.69 -0.12 -0.311
O -1.86 5.71 1.54 -0.133
O -1.79 -0.12 1.91 -0.284
O 1.17 2.35 0.41 -0.519
O -3.15 -1.85 1.42 -0.015
O -1.46 3.35 2.19 -0.507
O -0.42 4.28 0.02 -0.256
O -2.90 3.90 0.11 -0.294
N -3.07 -0.70 -2.18 0.108
N 4.38 -0.42 0.22 -0.084
N -4.39 1.19 -2.38 -0.192
N 3.58 -2.22 -1.22 -0.088
N -2.46 1.19 -0.95 0.213
N -2.60 -2.90 -1.65 0.117
N -0.96 -1.22 -1.33 0.170
N 2.14 -0.34 -0.69 -0.078
N 4.04 -0.01 -2.16 -0.092
N 0.26 -2.09 1.91 0.136
C -0.40 -4.30 3.47 -0.091
C 1.19 -2.93 2.36 -0.166
C 4.85 0.28 -0.97 -0.189
C 4.40 -1.86 -0.05 -0.195
C 4.07 -1.46 -2.37 -0.207
C 2.19 -1.76 -0.94 -0.198
C -1.37 -3.44 3.01 -0.027
C -2.11 -1.59 -1.68 -0.529
C 0.79 0.76 3.88 -0.717
C -3.22 0.65 -1.77 -0.431
C 0.93 -4.03 3.15 -0.087
C -1.00 -2.32 2.26 -0.208
C -4.43 1.20 -3.83 -0.103
C 2.98 -0.02 0.46 -0.160
C -2.09 -1.34 1.81 -0.648
C -4.86 2.43 -1.81 -0.096
C 2.64 0.38 -1.84 -0.162
H 1.80 -2.30 -0.07 0.090
H 0.85 1.64 4.54 -0.079
H 1.82 0.38 3.80 -0.083
H -2.66 2.17 -0.72 0.013
H -3.95 2.10 -4.24 0.083
H 5.89 -0.01 -1.17 0.112
H 1.73 -4.67 3.50 0.088
H -5.87 2.63 -2.18 0.077
H 4.02 -2.39 0.82 0.105
H 3.45 -1.70 -3.24 0.115
H 2.02 0.16 -2.71 0.125
H -4.22 3.28 -2.05 0.081
H 2.22 -2.69 2.08 0.079
H 5.10 -1.76 -2.57 0.110
H 2.58 -0.53 1.34 0.111
H -0.38 -1.96 -0.94 0.024
H 5.43 -2.17 -0.24 0.112
H -3.91 0.33 -4.23 0.070
H -5.47 1.18 -4.17 0.073
H 2.93 1.06 0.63 0.106
H 2.61 1.45 -1.63 0.121
H -0.65 -5.17 4.06 0.092
H 1.58 -2.00 -1.82 0.108
H -2.42 -3.59 3.22 0.110
H -4.89 2.35 -0.72 0.088
H -2.34 6.21 0.87 0.062
H -1.94 -3.60 -1.37 0.083
H -3.97 -1.12 -2.33 0.120
H -3.28 -3.18 -2.33 0.068
H 0.05 3.85 2.20 -0.042
H 4.82 1.36 -0.78 0.127
```



[3]
The following is a DFT calculation (ωB97M-V/def2-TZVPD) of an isolated molecule of C17H31ClN4O.

The value obtained for the energy is -1420.80282 hartree. The value obtained for the HOMO energy is -8.06 eV. The net charge is 0.

```
54
Properties=species:S:1:pos:R:3:lowdin_charge:R:1
Cl 4.36 -0.74 -0.13 0.748
O -2.43 5.01 0.78 -0.067
N -1.03 0.77 1.10 -0.143
N 3.35 -2.02 -2.24 -0.215
N 1.06 1.48 -0.62 -0.156
N 2.52 -1.90 -3.27 0.119
C 2.47 0.01 -2.08 -0.170
C 1.34 0.80 0.63 -0.182
C 1.98 -0.69 -3.20 -0.305
C 1.01 -0.23 -4.23 -0.029
C -2.33 3.61 0.93 -0.279
C -0.23 1.05 -1.14 -0.146
C -2.66 -0.93 1.78 -0.160
C -1.29 -2.21 3.48 -0.076
C 2.14 1.39 -1.59 -0.140
C 0.25 1.13 1.65 -0.158
C -1.37 3.00 -0.10 -0.132
C -2.06 -3.33 1.39 -0.083
C 4.11 -3.21 -2.03 -0.039
C 3.35 -0.89 -1.50 -0.634
C -1.60 -2.01 2.00 -0.442
C -1.32 1.46 -0.14 -0.282
C -2.12 0.49 2.01 -0.185
H 1.24 0.79 -4.53 0.078
H 0.43 0.54 2.55 0.120
H -2.29 1.08 -0.50 0.152
H 1.37 -0.30 0.49 0.115
H 1.85 2.01 -2.45 0.123
H -0.93 -1.29 3.93 0.061
H -0.01 -0.26 -3.84 0.069
H -3.51 -1.10 2.44 0.118
H -1.54 5.38 0.83 0.085
H -2.95 1.20 1.87 0.105
H 0.32 2.20 1.93 0.120
H -1.67 3.35 -1.09 0.124
H 1.07 -0.88 -5.09 0.077
H -0.36 3.37 0.09 0.108
H -2.23 -3.23 0.32 0.074
H -3.01 -0.99 0.75 0.109
H -2.99 -3.66 1.85 0.079
H 5.18 -3.00 -2.06 0.085
H -1.32 -4.11 1.54 0.073
H -1.77 0.60 3.04 0.115
H -0.53 -2.97 3.61 0.076
H -0.27 -0.05 -1.28 0.130
H 3.87 -3.66 -1.06 0.086
H -2.19 -2.53 4.02 0.080
H -0.69 -1.69 1.49 0.119
H -2.01 3.36 1.95 0.114
H -0.40 1.54 -2.10 0.122
H 3.85 -3.91 -2.83 0.090
H 2.31 1.13 1.00 0.109
H -3.34 3.24 0.77 0.119
H 3.02 1.83 -1.12 0.120
```



[4]
The following is a DFT calculation (ωB97M-V/def2-TZVPD) of a structure of composition C17H31CoF3O2P2 in a non-equilibrium geometry.

As for the spin multiplicity: 4. The value obtained for the energy is -3181.56253 hartree. The expectation value of S² is 3.7778. The value obtained for the HOMO energy (alpha / beta) is -4.00 / -5.68 eV. The net charge is 0.

```
56
Properties=species:S:1:pos:R:3:lowdin_charge:R:1
Co 0.60 -0.66 0.80 0.281
P -0.27 2.71 1.57 0.897
P 0.25 -2.79 1.11 0.761
F 0.07 2.56 5.69 0.111
F -0.37 0.39 5.79 0.098
F 1.71 1.11 5.60 0.116
O -0.26 2.33 3.19 -0.167
O 0.62 0.28 3.01 -0.068
C 0.31 1.26 3.68 -0.582
C 1.96 -3.30 0.71 -0.274
C -1.44 -0.96 -3.51 -0.155
C 0.93 4.02 1.59 -0.152
C 1.50 -0.96 -3.29 -0.173
C 0.36 1.28 -2.65 -0.184
C -1.88 0.52 -3.27 -0.188
C 0.67 -1.71 -2.33 -0.150
C -0.97 1.38 -2.52 -0.181
C -0.68 -1.61 -2.38 -0.123
C 0.37 1.75 0.20 -0.377
C -0.10 0.46 -0.48 -0.389
C -1.97 3.08 1.58 -0.142
C 0.44 1.34 5.22 -0.529
C 1.12 0.53 -3.68 -0.157
C -1.06 -3.74 0.29 -0.269
C -0.04 -2.93 2.89 -0.254
H -0.72 -3.75 3.11 0.031
H 1.07 1.73 -1.93 0.102
H 1.45 1.85 0.07 0.106
H 2.06 1.10 -3.89 0.119
H 0.62 0.01 -1.19 0.023
H -0.02 2.48 -0.51 0.052
H -1.33 -2.08 -1.61 0.082
H 0.53 0.52 -4.61 0.105
H -1.89 -3.06 0.09 0.032
H 1.49 -1.55 -4.21 0.109
H -2.05 1.01 -4.23 0.111
H -1.13 0.33 -0.79 0.061
H 1.16 -2.43 -1.66 0.072
H -0.78 -0.98 -4.40 0.095
H 0.88 -2.99 3.46 0.051
H -2.33 -1.59 -3.72 0.117
H 1.96 3.61 1.60 0.084
H -2.86 0.51 -2.82 0.105
H -2.16 3.69 2.48 0.081
H -2.23 3.64 0.67 0.064
H -2.57 2.15 1.64 0.093
H 2.54 -0.96 -3.00 0.102
H 2.32 -4.11 1.36 0.041
H 0.78 4.65 2.48 0.074
H -0.81 -4.15 -0.69 0.043
H -1.42 -4.56 0.92 0.040
H 0.80 4.59 0.65 0.064
H -1.48 2.01 -1.77 0.108
H 2.61 -2.41 0.85 0.031
H -0.50 -1.98 3.19 0.023
H 2.13 -3.59 -0.34 0.029
```